## P
ORCA calculation (the ωB97M-V functional and the def2-TZVPD basis) on C5H8Br2 in the gas phase.

As for the LUMO energy: 0.02455 Ha. Its charge is 0. The value obtained for the gap between HOMO and LUMO is 9.75 eV.

Geometry as XYZ:
```
15
C5H8Br2 the ωB97M-V functional and the def2-TZVPD basis
C 1.27109 -0.47127 -0.64994
C 0.42038 0.45471 -0.23117
C 1.91257 -0.62000 -1.98612
C -1.74278 0.30690 1.17069
C -0.24028 0.48590 1.27301
Br 1.83214 -1.86483 0.55180
Br -0.16277 1.85160 -1.36670
H 1.68675 -1.60769 -2.38749
H 2.99622 -0.54429 -1.88668
H 1.56817 0.13868 -2.68421
H -1.98648 -0.60670 0.63025
H -2.17601 0.24303 2.16332
H -2.20059 1.14889 0.65040
H 0.00911 1.45999 1.69457
H 0.22159 -0.29658 1.86223
```

=====

## Q
ORCA calculation (the ωB97M-V functional and the def2-TZVPD basis) on C5H8Br2 in the gas phase.

As for the LUMO energy: 0.02147 Ha. Its charge is 0. The value obtained for the gap between HOMO and LUMO is 10.20 eV.

Geometry as XYZ:
```
15
C5H8Br2 the ωB97M-V functional and the def2-TZVPD basis
C 1.39375 -0.19162 0.18957
C 0.28275 -0.26660 -0.86936
C -0.02526 -0.71643 0.61925
C -0.33709 0.91501 -1.50483
C -0.88657 0.13112 1.40706
Br 0.39145 -1.72587 -2.10624
Br 0.02136 -2.63377 1.23805
H 2.20195 -0.89075 0.31328
H 1.79677 0.73576 0.67490
H -1.27982 0.65577 -1.58280
H -0.06879 1.17608 -2.53710
H -0.22642 1.81583 -0.88012
H -1.83549 -0.23455 1.31368
H -0.73673 1.11650 1.18807
H -0.69185 0.11351 2.53659
```

=====

## R
ORCA calculation (the ωB97M-V functional and the def2-TZVPD basis) on 2 unconnected molecules or ions with the total composition C5H8Br2.

As for the LUMO energy: -0.02699 Ha. Its charge is 0. The value obtained for the gap between HOMO and LUMO is 8.10 eV.

Geometry as XYZ:
```
15
C5H8Br2 the ωB97M-V functional and the def2-TZVPD basis
C 2.34460 -0.40281 2.10756
C -1.47176 -0.55360 -0.45286
C 1.70834 0.04732 1.01665
C -1.78179 -0.98036 -1.87937
C 1.08643 1.34781 0.53991
Br -1.46481 -2.08837 0.66914
Br 1.90972 -1.14315 -0.72113
H 2.16728 0.16723 2.99870
H 2.91259 -1.31889 2.31128
H -1.95118 -0.04724 -2.45708
H -2.67533 -1.58907 -2.07271
H -0.79632 -1.41820 -2.35312
H 0.04670 1.17373 0.38328
H 1.58462 1.55613 -0.29283
H 1.02997 2.13833 1.22275
```

=====

Which of them is the most stable? Correct choice: P.

=====

## P
ORCA calculation (the ωB97M-V functional and the def2-TZVPD basis) on 2 unconnected molecules or ions with the total composition C2H3Cl2FS.

As for the LUMO energy (spin up / spin down): -0.00793 / -0.02659 Ha. Its charge is 0. The value obtained for the gap between HOMO and LUMO (spin up / spin down) is 8.01 / 7.14 eV.

Geometry as XYZ:
```
9
C2H3Cl2FS the ωB97M-V functional and the def2-TZVPD basis
C 0.88749 1.07619 -1.61664
C -0.81303 -0.57705 1.42609
F -1.10573 0.35963 2.39807
S 0.87087 0.23283 -0.14884
Cl -2.19288 -1.16797 0.67065
Cl 0.10781 -1.94339 2.11137
H 1.00671 2.22239 -1.50771
H 0.69894 0.62471 -2.53370
H 0.53982 -0.82734 -0.79930
```

=====

## Q
ORCA calculation (the ωB97M-V functional and the def2-TZVPD basis) on a molecular structure, C2H3Cl2FS.

As for the LUMO energy: -0.00334 Ha. Its charge is 0. The value obtained for the gap between HOMO and LUMO is 9.27 eV.

Geometry as XYZ:
```
9
C2H3Cl2FS the ωB97M-V functional and the def2-TZVPD basis
C 0.23851 -0.65002 -0.54538
C -0.73560 0.26944 0.14840
H 2.07992 0.57141 1.41767
H 0.06656 -0.69075 -1.75574
H -0.10666 -1.61839 -0.00270
F -0.66947 -0.08400 1.49594
S 1.91606 0.18361 -0.26389
Cl -2.31085 -0.02166 -0.39455
Cl -0.47848 2.04034 -0.09976
```

=====

Which of them is the most stable? Correct choice: Q.

=====

## P
ORCA calculation (the ωB97M-V functional and the def2-TZVPD basis) on C20H30N6O in the gas phase.

As for the LUMO energy: 0.02285 Ha. Its charge is 0. The value obtained for the gap between HOMO and LUMO is 8.77 eV.

Geometry as XYZ:
```
57
C20H30N6O the ωB97M-V functional and the def2-TZVPD basis
C 1.73356 -2.18535 6.18628
H 0.81448 -2.76090 6.27212
H 2.56748 -2.87629 6.09164
H 1.86443 -1.60013 7.09227
C 1.67898 -1.26313 4.97003
N 1.53547 -2.01000 3.75108
C 0.41399 -2.57320 3.26124
C 0.75936 -3.22214 2.09208
C 2.13962 -2.98112 1.97391
N 2.58687 -2.25838 2.98159
H 2.80857 -3.31413 1.20481
C -0.12424 -3.94736 1.12371
N -0.83873 -3.09884 0.17844
C 0.07142 -2.33552 -0.66394
C -0.66427 -1.19252 -1.34730
H -1.54661 -1.57961 -1.85882
H -0.00798 -0.73550 -2.09094
C -1.07729 -0.14426 -0.29676
N 0.02722 0.75571 -0.03345
C 0.45714 1.77806 -0.81830
C 1.58379 2.30682 -0.22150
C 1.76520 1.51899 0.92084
N 0.83462 0.59292 1.02102
H 2.53332 1.58829 1.66460
H 2.16733 3.13082 -0.57024
N -0.21003 2.11759 -1.98450
C 0.09166 3.17166 -2.79695
O 0.98964 3.95103 -2.57563
C -0.82434 3.31085 -4.00703
H -0.26582 3.91323 -4.72661
C -2.12641 4.02343 -3.60613
H -1.96226 4.77232 -2.83250
C -3.05700 2.90068 -3.15242
C -2.71262 1.71323 -4.06458
H -2.76275 0.76449 -3.52713
C -1.30179 1.98787 -4.62610
H -1.35100 2.10084 -5.70895
H -0.60671 1.17208 -4.42392
H -3.43044 1.65217 -4.88208
H -4.10426 3.18653 -3.23975
H -2.87251 2.66203 -2.10332
H -2.54444 4.52094 -4.48212
H -0.98119 1.52487 -2.24673
C -1.50090 -0.83594 1.00655
C -1.90272 -2.28883 0.74802
H -2.75473 -2.31187 0.05491
H -2.23341 -2.74671 1.68151
H -0.64825 -0.81225 1.68536
H -2.32699 -0.29720 1.47223
H -1.91174 0.45613 -0.68628
H 0.48692 -3.02176 -1.41056
H 0.90913 -1.91138 -0.08797
H 0.48864 -4.63277 0.52956
H -0.87093 -4.53793 1.66214
H -0.52832 -2.47893 3.76400
H 0.84169 -0.56463 5.05918
H 2.60884 -0.69773 4.88492
```

=====

## Q
ORCA calculation (the ωB97M-V functional and the def2-TZVPD basis) on C20H30N6O in the gas phase.

As for the LUMO energy: 0.02399 Ha. Its charge is 0. The value obtained for the gap between HOMO and LUMO is 8.85 eV.

Geometry as XYZ:
```
57
C20H30N6O the ωB97M-V functional and the def2-TZVPD basis
C -6.97893 4.48136 -1.52888
H -7.30349 3.74169 -2.25622
H -7.25041 4.13331 -0.53482
H -7.49477 5.41730 -1.72506
C -5.46842 4.68332 -1.63155
N -4.75854 3.45486 -1.40344
C -4.46993 2.87754 -0.21806
C -3.84644 1.67841 -0.48899
C -3.80899 1.62762 -1.89364
N -4.36179 2.70076 -2.42340
H -3.39371 0.86033 -2.51444
C -3.32502 0.66161 0.47016
N -1.96711 0.27301 0.13165
C -1.51858 -0.87136 0.90540
C -0.19329 -1.37260 0.34696
H -0.33513 -1.65431 -0.69716
H 0.15113 -2.24680 0.89960
C 0.87990 -0.28187 0.39821
N 1.35360 -0.05588 1.74619
C 2.56774 -0.39105 2.24581
C 2.60848 0.04539 3.55544
C 1.35483 0.62729 3.75933
N 0.61755 0.55415 2.66916
H 0.96585 1.08663 4.64616
H 3.41742 -0.05098 4.24980
N 3.55810 -1.03551 1.49518
C 3.42501 -2.29555 0.97986
O 2.40724 -2.93873 1.08301
C 4.67156 -2.75597 0.23208
H 5.53511 -2.58885 0.88165
C 4.81309 -1.96034 -1.08290
H 4.34650 -0.97608 -1.03091
C 4.16594 -2.86422 -2.12728
C 4.65885 -4.24784 -1.71782
H 4.07355 -5.05040 -2.16225
C 4.54980 -4.23093 -0.19036
H 5.30988 -4.85214 0.28040
H 3.56926 -4.59534 0.12033
H 5.69968 -4.37201 -2.02311
H 4.44652 -2.59552 -3.14466
H 3.07977 -2.81661 -2.03694
H 5.87030 -1.82525 -1.31884
H 4.48044 -0.62634 1.52910
C 0.33612 1.00219 -0.23540
C -1.03899 1.37678 0.30795
H -1.41954 2.23623 -0.25022
H -0.94939 1.65552 1.37041
H 1.03105 1.82718 -0.06563
H 0.25339 0.83214 -1.30988
H 1.75433 -0.61718 -0.17072
H -2.26618 -1.66422 0.81831
H -1.40123 -0.61624 1.97185
H -3.39801 1.05780 1.50058
H -3.94830 -0.23801 0.41115
H -4.71643 3.34707 0.71344
H -5.20411 5.02199 -2.63554
H -5.13527 5.42665 -0.90104
```

=====

Which of them is the most stable? Correct choice: Q.